Formula: C20H56N6O26
Source: OMol25
Level of theory: ωB97M-V/def2-TZVPD

As for the charge: -1. Its expectation value of S² is 0.75. The HOMO-LUMO gap (spin up / spin down) comes out at 2.00 / 5.80 eV. The largest force on an atom is 0.0966 Eh/bohr. The multiplicity is 2. The HOMO energy (spin up / spin down) is -0.0175 / -0.1570 Eh.

Structure (XYZ):
```
108
Properties=species:S:1:pos:R:3:forces:R:3
C -4.062 -34.076 20.151 0.13 -0.43 0.42
O -4.874 -35.228 20.354 -0.61 0.12 -0.24
H -3.455 -33.939 21.046 0.34 0.28 -0.20
H -3.453 -34.201 19.255 0.23 0.19 0.02
H -4.674 -33.182 20.038 -0.20 -0.28 -0.01
H -4.321 -36.010 20.423 0.11 0.14 0.01
C -3.750 -30.350 17.202 0.39 0.39 -0.01
O -4.450 -29.168 17.628 0.79 -0.29 -0.21
H -4.377 -31.007 16.600 -0.10 -0.04 0.21
H -2.889 -30.069 16.596 -0.17 0.36 -0.23
H -3.290 -30.873 18.041 -0.42 -0.27 0.27
H -5.358 -29.434 17.796 -0.39 -0.16 0.13
C -2.026 -31.183 22.098 0.07 0.20 -0.64
O -2.620 -31.223 20.822 -0.68 -0.79 -0.33
H -2.166 -32.160 22.561 0.27 0.16 0.15
H -0.985 -30.941 21.885 0.47 -0.19 0.84
H -2.471 -30.395 22.705 -0.04 -0.12 0.28
H -2.760 -30.312 20.554 -0.16 0.58 -0.22
C -1.451 -28.628 19.235 -0.86 -0.49 -0.38
O -2.697 -28.650 19.909 0.05 0.67 1.83
H -1.212 -29.690 19.179 0.70 0.06 -0.98
H -1.636 -28.080 18.311 0.63 -0.48 -0.41
H -0.630 -28.143 19.762 -0.45 0.27 0.49
H -3.447 -28.644 19.310 -0.12 0.11 -0.76
C -2.194 -25.801 28.099 -0.41 -0.05 0.43
O -0.859 -25.809 27.692 0.76 0.04 -0.23
H -2.125 -25.815 29.186 -0.57 0.35 0.00
H -2.733 -24.953 27.678 -0.10 0.34 0.41
H -2.784 -26.670 27.808 0.23 -0.39 -0.11
H -0.840 -25.881 26.735 0.09 -0.18 -0.04
C -6.307 -25.429 23.608 0.51 0.16 0.69
N -6.590 -24.719 24.911 -0.13 -1.10 1.64
O -6.128 -25.178 25.959 0.07 0.36 -1.82
O -7.353 -23.782 24.894 -0.23 0.74 -0.56
H -7.039 -25.135 22.856 -0.05 -0.17 0.39
H -6.273 -26.484 23.880 -0.11 0.10 -0.33
H -5.314 -25.102 23.299 0.01 -0.11 0.06
C -1.465 -27.596 23.075 0.66 0.72 0.37
N -1.624 -26.790 24.374 -1.55 -1.17 -0.36
O -0.792 -26.995 25.260 -0.76 0.53 -1.24
O -2.645 -26.113 24.458 1.81 -0.35 0.25
H -1.226 -28.631 23.320 -0.21 0.21 0.25
H -0.584 -27.150 22.614 -0.01 -0.06 -0.12
H -2.332 -27.487 22.425 -0.03 0.01 0.43
C -5.389 -30.287 30.512 0.11 -0.85 0.06
N -4.333 -29.284 30.225 -0.17 1.21 0.22
O -3.507 -29.060 31.103 -0.18 -0.15 -0.46
O -4.375 -28.709 29.143 0.18 -0.73 0.97
H -5.391 -30.879 29.597 -0.77 0.00 0.17
H -6.349 -29.857 30.797 0.12 0.51 -0.89
H -5.130 -30.883 31.388 0.62 0.08 -0.24
C -7.182 -26.773 17.422 1.47 -0.25 -0.93
N -7.294 -27.099 18.856 -3.22 1.38 -1.02
O -6.382 -27.325 19.555 2.82 -0.71 0.92
O -8.444 -27.029 19.246 -1.00 -0.36 0.48
H -8.018 -26.191 17.034 0.07 -0.12 0.62
H -7.119 -27.722 16.890 0.01 -0.03 0.03
H -6.225 -26.265 17.298 -0.10 0.01 -0.12
C -6.831 -32.879 25.420 1.70 0.98 0.13
N -8.233 -33.218 25.435 0.32 -0.98 -1.27
O -8.927 -32.654 26.211 -1.33 0.45 0.96
O -8.582 -34.104 24.664 -0.38 -0.16 -0.12
H -6.340 -33.619 26.052 0.06 0.13 -0.01
H -6.718 -31.866 25.805 -0.09 -0.16 0.43
H -6.389 -32.874 24.424 -0.46 -0.41 -0.02
C -8.749 -29.263 25.588 1.33 -0.93 2.05
N -7.971 -29.138 26.867 -2.01 1.45 -4.30
O -7.676 -30.152 27.480 1.28 -3.92 2.45
O -7.724 -27.977 27.247 0.71 2.99 1.05
H -8.220 -28.727 24.800 -0.25 0.18 -0.11
H -9.763 -28.918 25.792 -0.18 0.10 -0.38
H -8.668 -30.344 25.476 -0.61 0.13 -0.74
C -4.712 -28.539 26.011 0.00 -0.04 1.43
O -4.615 -28.376 24.613 -0.35 -1.09 -3.39
C -5.239 -29.288 23.812 -2.71 -1.97 2.41
O -5.967 -30.216 24.283 2.85 2.89 -2.22
O -5.091 -29.006 22.487 0.64 0.01 1.22
C -5.632 -29.922 21.524 -0.02 -0.44 -0.13
H -4.506 -29.559 26.335 0.00 -0.06 -0.24
H -5.681 -28.238 26.410 -0.23 0.04 -0.11
H -3.950 -27.867 26.407 -0.06 -0.08 0.00
H -5.344 -29.568 20.534 -0.28 0.57 0.22
H -6.713 -30.014 21.629 0.07 0.16 0.00
H -5.186 -30.916 21.539 0.09 -0.03 0.73
C -9.359 -30.506 19.729 1.87 1.14 -0.13
O -9.283 -30.667 18.287 0.18 -0.49 -1.27
C -8.140 -30.537 17.548 -0.51 0.23 1.81
O -7.017 -30.273 18.024 -3.02 -0.78 -1.83
O -8.428 -30.762 16.230 1.51 1.05 0.29
C -9.742 -30.709 15.658 -1.72 -0.88 1.11
H -9.083 -29.463 19.885 -0.08 0.02 0.44
H -8.593 -31.120 20.202 -0.22 -0.15 0.01
H -10.345 -30.672 20.164 -0.02 -0.35 -0.85
H -10.251 -31.631 15.939 -0.07 -0.03 0.14
H -9.859 -30.677 14.575 1.52 0.10 -0.08
H -10.392 -29.906 16.006 0.53 0.24 0.48
C 1.337 -31.305 24.332 -1.39 0.02 0.53
O 0.142 -31.092 25.118 -0.46 0.85 1.49
C 0.176 -30.621 26.404 2.64 1.33 0.62
O 1.219 -30.311 27.027 -3.18 -1.19 -1.77
O -1.087 -30.459 26.802 0.36 -1.66 -2.52
C -1.387 -29.863 28.003 0.63 1.38 2.14
H 0.830 -31.351 23.368 0.75 -0.55 -0.29
H 1.731 -32.251 24.704 0.54 0.16 -0.55
H 2.040 -30.472 24.307 -0.03 -0.09 0.54
H -1.109 -28.812 27.931 0.09 0.13 0.32
H -0.819 -30.340 28.802 0.05 0.15 0.13
H -2.442 -29.885 28.275 0.00 -0.42 -0.74
```
Forces are in eV/Å.